Arrangement P

91
Properties=species:S:1:pos:R:3:lowdin_charge:R:1 method="wB97M-V/def2-TZVPD" lumo_ev=-6.5083 gap_ev=7.02 charge=+2
Ta 0.558 0.026 -0.691 1.89
O -0.838 0.707 -1.590 -0.26
C -1.142 1.783 -2.473 -0.37
C 0.108 2.729 -2.374 -0.04
C 0.174 3.179 -0.952 -0.23
C -0.316 4.420 -0.577 0.02
C -0.441 4.724 0.764 0.02
C -0.061 3.782 1.707 0.02
C 0.448 2.565 1.295 -0.22
C 0.891 1.536 2.284 -0.05
C -0.023 0.275 2.327 -0.37
O 0.100 -0.274 1.013 -0.30
C -1.481 0.630 2.597 -0.19
C -1.811 1.463 3.662 -0.02
C -3.136 1.752 3.940 -0.04
C -4.150 1.201 3.169 -0.06
C -3.831 0.350 2.124 -0.07
C -2.502 0.065 1.841 -0.06
C 0.493 -0.664 3.428 -0.14
C -0.399 -1.480 4.125 -0.01
C 0.038 -2.290 5.162 -0.05
C 1.374 -2.292 5.536 -0.06
C 2.269 -1.487 4.849 -0.08
C 1.838 -0.694 3.795 -0.05
N 0.572 2.276 -0.025 0.08
C -2.368 2.572 -2.018 -0.19
C -2.949 2.357 -0.778 -0.02
C -4.048 3.106 -0.380 -0.05
C -4.565 4.081 -1.216 -0.06
C -3.982 4.302 -2.457 -0.05
C -2.891 3.550 -2.860 -0.02
C -1.370 1.268 -3.893 -0.17
C -0.476 1.482 -4.934 -0.03
C -0.804 1.089 -6.226 -0.05
C -2.019 0.477 -6.484 -0.06
C -2.898 0.219 -5.440 -0.05
C -2.578 0.617 -4.153 -0.03
H -0.023 3.568 -3.051 0.14
H 1.000 2.166 -2.649 0.11
H -0.620 5.125 -1.337 0.14
H -0.846 5.678 1.074 0.13
H -0.141 3.999 2.762 0.13
H 0.949 1.965 3.280 0.14
H 1.881 1.193 1.977 0.11
H -1.034 1.867 4.300 0.13
H -3.379 2.395 4.776 0.12
H -5.185 1.417 3.399 0.12
H -4.617 -0.100 1.531 0.12
H -2.258 -0.621 1.040 0.11
H -1.450 -1.471 3.872 0.12
H -0.674 -2.906 5.693 0.12
H 1.712 -2.907 6.359 0.12
H 3.313 -1.468 5.138 0.11
H 2.576 -0.089 3.284 0.11
H -2.551 1.596 -0.125 0.08
H -4.504 2.917 0.584 0.10
H -5.425 4.661 -0.911 0.11
H -4.388 5.053 -3.121 0.12
H -2.457 3.714 -3.839 0.13
H 0.477 1.967 -4.768 0.12
H -0.108 1.277 -7.032 0.12
H -2.289 0.210 -7.497 0.12
H -3.847 -0.264 -5.630 0.11
H -3.282 0.451 -3.345 0.13
N -0.070 -2.100 -1.855 0.00
C 0.825 -2.209 -3.040 -0.09
C 1.526 -0.875 -3.351 -0.56
O 1.956 -0.623 -4.432 0.16
O 1.595 -0.097 -2.279 -0.22
H -0.043 -2.955 -1.311 0.11
H -1.030 -1.980 -2.168 0.11
H 0.297 -2.521 -3.938 0.14
H 1.615 -2.935 -2.847 0.13
N 2.366 -1.032 0.018 0.10
C 3.015 -1.925 0.404 -0.17
N 3.756 -2.894 0.791 -0.05
C 3.437 -3.627 2.036 -0.11
C 3.270 -5.110 1.729 -0.16
C 4.513 -5.652 1.021 -0.18
C 4.803 -4.852 -0.249 -0.17
C 4.942 -3.363 0.049 -0.10
H 2.538 -3.205 2.473 0.11
H 4.271 -3.479 2.726 0.14
H 2.383 -5.264 1.108 0.12
H 3.105 -5.635 2.671 0.13
H 4.361 -6.698 0.760 0.12
H 5.370 -5.599 1.698 0.12
H 3.997 -5.003 -0.973 0.12
H 5.729 -5.197 -0.709 0.13
H 5.042 -2.783 -0.867 0.13
H 5.818 -3.177 0.675 0.14

---

Arrangement Q

91
Properties=species:S:1:pos:R:3:lowdin_charge:R:1 method="wB97M-V/def2-TZVPD" lumo_ev=-6.1626 gap_ev=7.36 charge=+2
Ta 0.497 0.461 -0.448 1.86
O 1.604 -1.018 -0.631 -0.28
C 1.810 -2.352 -1.111 -0.40
C 0.397 -2.936 -1.073 -0.06
C -0.553 -2.168 -1.952 -0.21
C -1.046 -2.780 -3.088 0.02
C -2.020 -2.152 -3.840 0.02
C -2.552 -0.964 -3.371 0.02
C -2.033 -0.376 -2.234 -0.21
C -2.735 0.818 -1.646 -0.04
C -1.911 2.111 -1.678 -0.38
O -0.732 1.752 -0.944 -0.29
C -1.517 2.495 -3.095 -0.17
C -0.241 2.975 -3.366 -0.01
C 0.114 3.334 -4.660 -0.05
C -0.806 3.229 -5.691 -0.06
C -2.089 2.773 -5.423 -0.05
C -2.443 2.409 -4.133 -0.05
C -2.622 3.217 -0.908 -0.14
C -3.187 4.312 -1.546 0.00
C -3.865 5.278 -0.811 -0.04
C -3.976 5.165 0.564 -0.06
C -3.399 4.080 1.212 -0.07
C -2.731 3.114 0.479 -0.05
N -0.964 -0.919 -1.581 0.06
C 2.328 -2.337 -2.541 -0.17
C 2.656 -3.562 -3.118 -0.02
C 3.065 -3.626 -4.439 -0.05
C 3.159 -2.464 -5.196 -0.06
C 2.849 -1.244 -4.621 -0.05
C 2.430 -1.177 -3.296 -0.02
C 2.791 -3.004 -0.153 -0.17
C 4.087 -2.489 -0.116 -0.02
C 5.022 -3.010 0.762 -0.05
C 4.674 -4.063 1.603 -0.06
C 3.394 -4.586 1.559 -0.06
C 2.449 -4.055 0.685 -0.03
H 0.040 -2.913 -0.041 0.13
H 0.408 -3.973 -1.403 0.14
H -0.664 -3.752 -3.365 0.13
H -2.397 -2.606 -4.747 0.13
H -3.381 -0.490 -3.875 0.13
H -2.978 0.607 -0.601 0.12
H -3.680 0.963 -2.163 0.13
H 0.482 3.080 -2.570 0.10
H 1.111 3.706 -4.856 0.12
H -0.530 3.512 -6.698 0.11
H -2.819 2.707 -6.218 0.11
H -3.458 2.083 -3.942 0.12
H -3.095 4.425 -2.617 0.12
H -4.300 6.127 -1.322 0.12
H -4.499 5.923 1.132 0.11
H -3.466 3.998 2.289 0.10
H -2.258 2.284 0.993 0.08
H 2.612 -4.468 -2.524 0.13
H 3.323 -4.581 -4.876 0.12
H 3.487 -2.512 -6.226 0.11
H 2.940 -0.332 -5.196 0.11
H 2.222 -0.206 -2.868 0.09
H 4.367 -1.695 -0.800 0.13
H 6.028 -2.614 0.776 0.11
H 5.409 -4.481 2.278 0.11
H 3.125 -5.418 2.197 0.11
H 1.459 -4.491 0.661 0.11
N 1.899 1.068 1.258 -0.04
C 3.232 1.481 0.730 -0.07
C 3.155 1.648 -0.778 -0.54
O 4.088 1.835 -1.484 0.18
O 1.872 1.581 -1.218 -0.22
H 1.502 1.792 1.851 0.12
H 2.004 0.247 1.851 0.11
H 3.983 0.730 0.965 0.14
H 3.548 2.426 1.169 0.15
N -0.599 0.013 1.347 0.08
C -1.388 -0.167 2.189 -0.17
N -2.248 -0.369 3.109 -0.04
C -1.879 -0.985 4.414 -0.10
C -2.221 -0.024 5.540 -0.16
C -3.676 0.431 5.454 -0.18
C -3.973 1.069 4.098 -0.17
C -3.653 0.112 2.963 -0.09
H -0.820 -1.235 4.384 0.13
H -2.451 -1.911 4.494 0.14
H -1.552 0.840 5.495 0.12
H -2.029 -0.528 6.488 0.13
H -3.892 1.138 6.253 0.12
H -4.338 -0.427 5.607 0.13
H -3.386 1.984 3.974 0.11
H -5.025 1.349 4.023 0.13
H -3.755 0.581 1.986 0.11
H -4.290 -0.774 2.996 0.14

---

Which one sits at the bottom of the stability order? arrangement P does.

---

Arrangement P

11
Properties=species:S:1:pos:R:3:nbo_charge:R:1 method="wB97M-V/def2-TZVPD" lumo_ev=0.9561 gap_ev=10.72 charge=0
N 0.005 -1.588 -0.296 -0.85
C 0.685 -0.192 0.046 -0.26
C -0.636 0.569 0.391 -0.05
O -0.639 1.885 -0.041 -0.72
H 0.825 -2.055 -0.806 0.35
H -0.814 -1.506 -0.944 0.36
H 1.222 0.379 -0.744 0.17
H 1.446 -0.426 0.752 0.19
H -0.783 0.549 1.528 0.16
H -1.505 0.015 -0.187 0.17
H 0.196 2.369 0.300 0.46

---

Arrangement Q

11
Properties=species:S:1:pos:R:3:nbo_charge:R:1 method="wB97M-V/def2-TZVPD" lumo_ev=1.0877 gap_ev=10.77 charge=0
C 1.586 1.246 -1.778 -0.38
C 0.815 0.960 -0.753 -0.41
H 2.270 2.085 -1.770 0.19
H 1.473 0.782 -2.780 0.20
H 0.860 1.465 0.207 0.19
H -0.006 0.247 -0.828 0.20
N -1.419 -0.550 1.549 -0.54
O -0.706 -1.518 0.738 -0.59
H -1.142 0.347 1.053 0.33
H -2.409 -0.715 1.416 0.35
H 0.126 -1.457 1.145 0.46

---

Arrangement R

11
Properties=species:S:1:pos:R:3:nbo_charge:R:1 method="wB97M-V/def2-TZVPD" lumo_ev=-0.3540 gap_ev=9.32 charge=0
N 1.101 0.729 -2.298 0.00
O 0.386 1.686 -2.460 -0.25
H 1.996 1.062 -1.853 0.25
C 0.003 -0.453 0.175 -0.60
C -0.934 -0.286 1.415 -0.62
H 0.151 0.422 -0.342 0.19
H 1.029 -0.731 0.487 0.20
H -0.233 -1.310 -0.506 0.22
H -0.739 0.468 2.164 0.21
H -0.743 -1.229 2.015 0.20
H -2.017 -0.359 1.202 0.21

---

Arrangement S

11
Properties=species:S:1:pos:R:3:nbo_charge:R:1 method="wB97M-V/def2-TZVPD" lumo_ev=0.9467 gap_ev=10.25 charge=0
N -0.958 1.316 -0.528 -0.84
C 0.203 0.410 -0.609 -0.23
C 0.189 -0.596 0.520 -0.08
O 1.516 -1.100 0.724 -0.72
H -1.639 1.136 -1.244 0.36
H -1.409 1.251 0.374 0.35
H 0.122 -0.101 -1.568 0.18
H 1.120 0.995 -0.614 0.19
H -0.011 -0.018 1.435 0.15
H -0.589 -1.347 0.391 0.17
H 1.456 -1.946 1.118 0.47

---

Which one sits at the bottom of the stability order? arrangement R does.

---

Arrangement P

23
Properties=species:S:1:pos:R:3:nbo_charge:R:1 method="wB97M-V/def2-TZVPD" lumo_ev=0.9669 gap_ev=9.93 charge=0
C 1.490 -2.764 0.131 -0.63
C 0.281 -2.107 -0.449 -0.01
C -1.007 -2.372 0.022 -0.22
C -2.092 -1.671 -0.475 -0.20
C -1.932 -0.611 -1.353 -0.23
C -0.640 -0.384 -1.813 -0.20
C 0.482 -0.971 -1.242 -0.22
H 1.471 -3.021 1.197 0.22
H 2.386 -2.213 -0.144 0.21
H 1.649 -3.754 -0.322 0.22
H -1.150 -3.090 0.824 0.21
H -3.073 -1.826 -0.069 0.21
H -2.696 0.112 -1.580 0.22
H -0.437 0.452 -2.473 0.20
H 1.451 -0.494 -1.186 0.21
C 0.764 3.734 0.811 -0.61
C 0.149 2.479 1.482 -0.62
H 1.718 3.536 0.332 0.20
H 0.099 4.122 0.040 0.20
H 0.949 4.493 1.573 0.20
H 0.095 2.513 2.560 0.21
H 0.795 1.647 1.187 0.20
H -0.751 2.192 0.949 0.21

---

Arrangement Q

23
Properties=species:S:1:pos:R:3:nbo_charge:R:1 method="wB97M-V/def2-TZVPD" lumo_ev=1.0120 gap_ev=10.03 charge=0
C 1.982 -0.752 -0.183 -0.67
C 0.948 -0.126 -1.023 -0.05
C 1.053 1.207 -1.437 -0.20
C 0.021 1.806 -2.201 -0.20
C -1.221 1.124 -2.284 -0.22
C -1.376 -0.163 -1.760 -0.22
C -0.266 -0.778 -1.228 -0.19
H 2.337 -0.299 0.764 0.23
H 2.882 -0.988 -0.780 0.23
H 1.837 -1.643 0.460 0.23
H 1.949 1.639 -1.002 0.21
H 0.319 2.746 -2.597 0.22
H -2.048 1.782 -2.469 0.21
H -2.395 -0.489 -1.608 0.22
H -0.453 -1.815 -0.933 0.21
C -1.162 0.195 2.162 -0.60
C -0.264 -1.047 2.386 -0.61
H -1.655 0.375 3.095 0.20
H -0.585 1.082 1.911 0.20
H -1.843 0.011 1.329 0.20
H 0.240 -1.413 1.445 0.20
H -0.898 -1.731 2.953 0.21
H 0.597 -0.722 2.997 0.20

---

Arrangement R

23
Properties=species:S:1:pos:R:3:nbo_charge:R:1 method="wB97M-V/def2-TZVPD" lumo_ev=1.0588 gap_ev=10.11 charge=0
C 3.238 -2.016 -1.402 -0.63
C 2.142 -1.376 -0.605 0.00
C 1.886 -1.753 0.705 -0.22
C 0.905 -1.098 1.458 -0.20
C 0.178 -0.059 0.918 -0.23
C 0.363 0.254 -0.427 -0.19
C 1.319 -0.403 -1.178 -0.22
H 3.619 -2.894 -0.885 0.21
H 4.090 -1.331 -1.450 0.22
H 2.951 -2.312 -2.413 0.22
H 2.478 -2.520 1.180 0.21
H 0.690 -1.498 2.438 0.21
H -0.583 0.488 1.460 0.22
H -0.320 0.942 -0.911 0.21
H 1.439 -0.186 -2.235 0.21
C -2.801 2.475 0.934 -0.62
C -3.274 1.445 -0.106 -0.62
H -3.250 3.439 0.718 0.21
H -3.162 2.227 1.938 0.21
H -1.722 2.658 0.943 0.21
H -2.468 0.873 -0.561 0.20
H -3.806 1.907 -0.935 0.21
H -3.911 0.737 0.415 0.21

---

Arrangement S

23
Properties=species:S:1:pos:R:3:nbo_charge:R:1 method="wB97M-V/def2-TZVPD" lumo_ev=1.0168 gap_ev=10.01 charge=0
C 0.862 2.537 -2.492 -0.63
C 0.067 2.075 -1.288 -0.01
C -0.525 3.020 -0.448 -0.21
C -1.421 2.612 0.539 -0.21
C -1.445 1.270 0.874 -0.23
C -0.720 0.320 0.166 -0.19
C -0.040 0.722 -0.980 -0.22
H 0.369 2.301 -3.435 0.22
H 1.863 2.122 -2.392 0.22
H 0.904 3.624 -2.521 0.21
H -0.385 4.059 -0.718 0.20
H -2.122 3.339 0.927 0.22
H -2.111 0.909 1.649 0.21
H -0.548 -0.662 0.579 0.21
H 0.420 0.013 -1.660 0.21
C 1.214 -3.587 0.931 -0.61
C -0.003 -3.465 1.857 -0.61
H 1.098 -3.081 -0.023 0.20
H 2.118 -3.244 1.419 0.21
H 1.319 -4.612 0.657 0.20
H 0.154 -2.718 2.640 0.20
H -0.193 -4.358 2.436 0.21
H -0.876 -3.196 1.284 0.20

---

Which one sits at the bottom of the stability order? arrangement Q does.